Model P:
Formula: C7H12N2O2
Source: the OMol25 dataset
Level of theory: the ωB97M-V functional and the def2-TZVPD basis

**Highest occupied orbital energy**: -8.26 eV
**SMILES**: C#C[C@@H]1CN1.CO/C(C)=N/O
**Charge**: 0
**Kohn-Sham gap**: 9.19 eV

Element x y z (Å)
C 1.49865 2.07516 -0.17066
C 1.73197 0.92151 0.11658
C 2.04563 -0.44815 0.47431
C 2.41452 -1.44884 -0.55739
N 1.09669 -1.48535 0.06278
H 1.26132 3.08716 -0.43199
H 2.52159 -0.56571 1.44790
H 3.14850 -2.19710 -0.27662
H 2.41995 -1.15463 -1.60072
H 1.05046 -2.20822 0.77681
C -2.48026 -1.46652 -0.61868
O -2.08452 -0.68765 0.50599
C -1.39051 0.42670 0.23372
C -0.99437 1.21624 1.44663
N -1.12065 0.73216 -0.97933
O -0.39342 1.93061 -1.02532
H -3.12914 -0.88361 -1.28202
H -3.02627 -2.32705 -0.20434
H -1.60233 -1.80949 -1.18177
H 0.06760 1.30843 1.50380
H -1.41091 2.22399 1.38416
H -1.36063 0.71659 2.34610
H -0.26385 2.04380 -1.96994

***

Model Q:
Formula: C7H12N2O2
Source: the OMol25 dataset
Level of theory: the ωB97M-V functional and the def2-TZVPD basis

**Highest occupied orbital energy (alpha / beta)**: -6.43 / -6.43 eV
**Charge**: 0
**Kohn-Sham gap (alpha / beta)**: 6.96 / 6.97 eV

Element x y z (Å)
C 2.09864 -0.49364 -1.26473
C 0.77305 2.53123 -1.28585
C 0.18192 -0.13389 1.51998
C 0.11336 0.02515 -0.01425
C -1.07489 -0.50492 0.76407
C -1.52341 -1.90458 0.65110
C -2.16299 0.51687 1.00972
N 1.74036 2.38235 -1.94773
N 0.83610 -0.64194 -0.90501
O 3.10438 0.08171 -0.52828
O 0.03198 2.87337 -0.48356
H 2.48554 -1.15458 -2.01262
H 0.82524 -0.85335 2.01475
H 0.07772 0.69276 2.13520
H -2.13669 -2.14824 -0.30261
H -2.06282 -2.29012 1.46477
H -0.84949 -2.73477 0.37806
H -1.95860 1.47548 0.73090
H -2.56938 0.46501 1.98974
H -3.01917 0.21727 0.40885
H 2.76771 0.65308 0.12460
H 2.04276 2.10924 -2.84573
H 0.27869 -1.16350 -1.60135

***

Model R:
Formula: C7H12N2O2
Source: the OMol25 dataset
Level of theory: the ωB97M-V functional and the def2-TZVPD basis

**Highest occupied orbital energy**: -8.47 eV
**SMILES**: C/C(N)=C/[C@@H](C)O.N#CC=O
**Charge**: 0
**Kohn-Sham gap**: 8.04 eV

Element x y z (Å)
C 1.23533 1.42065 1.44407
C 0.80609 0.35379 0.47964
N 1.84975 -0.40556 -0.03228
C -0.48304 0.13766 0.18238
C -0.97302 -0.85488 -0.84698
C -2.39384 -0.52379 -1.29617
O -0.10301 -0.93624 -1.97446
H 0.39795 1.75815 2.05036
H 2.01109 1.03941 2.10416
H 1.63811 2.27690 0.90134
H 1.58382 -0.96559 -0.83342
H 2.70613 0.10744 -0.17965
H -1.24059 0.71968 0.67705
H -0.96283 -1.87488 -0.43751
H -2.43639 0.48492 -1.70767
H -3.07853 -0.58795 -0.45437
H -2.70964 -1.23014 -2.06056
H -0.19197 -0.11996 -2.48089
N -0.79265 -3.55156 1.31039
C -0.09131 -2.83132 1.86182
C 0.82998 -1.95112 2.53240
O 0.60678 -1.37199 3.56323
H 1.79599 -1.87484 1.99403

***

Stability verdict: model R, ahead by 304.1 kJ/mol

***

Model P:
Formula: C4H7ClN3
Source: the OMol25 dataset
Level of theory: the ωB97M-V functional and the def2-TZVPD basis

**Highest occupied orbital energy**: -15.00 eV
**SMILES**: [H]/N=C(\Cl)[C@@H]1C=NC[NH2+]1
**Charge**: +1
**Kohn-Sham gap**: 11.60 eV

Element x y z (Å)
H -0.39609 3.22139 -1.31589
N -0.33600 2.25477 -0.97875
C -1.35205 1.53240 -0.83519
Cl -2.92195 2.00077 -1.16616
C -1.09233 -0.11666 -0.19308
C -1.12356 -0.15473 1.40089
N -0.09052 -0.58461 1.93607
C 0.93511 -0.91437 1.04654
N 0.27630 -0.44312 -0.40580
H -1.92091 -0.77425 -0.62508
H -2.06127 0.04089 2.07133
H 1.86881 -0.33427 1.26635
H 1.13935 -1.96881 0.90532
H 0.74197 0.40902 -0.58199
H 0.33975 -1.23452 -1.12542

***

Model Q:
Formula: C4H7ClN3
Source: the OMol25 dataset
Level of theory: the ωB97M-V functional and the def2-TZVPD basis

**Highest occupied orbital energy**: -15.01 eV
**Charge**: +1
**Kohn-Sham gap**: 10.09 eV

Element x y z (Å)
C 1.26332 -1.48740 0.63520
C 0.94118 -0.71559 -0.41693
C -1.67555 2.40426 -2.57552
C 0.38995 -1.12120 1.67678
N -1.70929 1.47350 -1.70996
N -0.03938 0.12357 -0.01013
N -0.41074 -0.08341 1.16258
Cl -2.99292 3.53910 -2.71874
H 1.94448 -2.22342 0.49430
H 1.41825 -0.61986 -1.28710
H -0.30036 -1.82351 2.15445
H 1.14449 -1.13817 2.46934
H -2.62721 1.32858 -1.30253
H -0.87694 2.50739 -3.20844
H -0.76312 0.69289 -0.80277

***

Stability verdict: model P, ahead by 114.4 kJ/mol

***

Model P:
Formula: C3H8NO2
Source: the OMol25 dataset
Level of theory: the ωB97M-V functional and the def2-TZVPD basis

**Highest occupied orbital energy**: -16.13 eV
**Charge**: +1
**Kohn-Sham gap**: 12.84 eV

Element x y z (Å)
C 0.41701 1.14499 -1.39551
C -0.02697 0.84540 -0.06618
C -1.61283 -0.89453 0.39973
N -0.79406 0.24680 0.74886
O 0.76021 1.85242 -0.16005
O 1.79543 -0.67144 0.47092
H 1.22496 0.56802 -1.82771
H -0.22173 1.69451 -2.07743
H -1.17108 -1.80465 0.80850
H -2.60727 -0.76569 0.82764
H -1.69021 -0.99202 -0.68160
H 2.53303 -0.13336 0.78021
H -0.74023 0.48317 1.74130
H 2.13375 -1.57362 0.43132

***

Model Q:
Formula: C3H8NO2
Source: the OMol25 dataset
Level of theory: the ωB97M-V functional and the def2-TZVPD basis

**Highest occupied orbital energy**: -14.25 eV
**Charge**: +1
**Kohn-Sham gap**: 9.91 eV

Element x y z (Å)
C 1.91263 1.02839 -0.35574
C 1.03715 -0.12292 -0.04636
C -0.35864 -1.83791 0.57051
N -1.71353 1.11830 -0.28956
O 1.57115 0.43759 0.96685
O 0.39331 -1.10660 -0.36763
H 2.98381 0.90202 -0.63405
H 1.42727 1.89775 -0.83930
H -0.15710 -2.95345 0.60771
H -1.38423 -1.67561 0.34670
H -0.07813 -1.52078 1.58771
H -2.31770 0.55207 -0.96179
H -1.01617 1.54245 -0.90961
H -2.29981 1.73870 0.32454

***

Model R:
Formula: C3H8NO2
Source: the OMol25 dataset
Level of theory: the ωB97M-V functional and the def2-TZVPD basis

**Highest occupied orbital energy**: -14.37 eV
**Charge**: +1
**Kohn-Sham gap**: 9.20 eV

Element x y z (Å)
C 3.05684 0.34351 -0.05398
C -1.62785 -0.99618 0.13987
C -1.24098 0.52408 0.16082
N 0.03796 0.47479 -0.34715
O 3.06811 -0.87753 0.24095
O 1.00005 0.67574 0.38201
H 3.21871 0.75084 -1.05518
H -1.40495 -1.39722 1.14450
H -2.68191 -1.04202 -0.22959
H -0.93060 -1.32636 -0.54301
H -1.27255 1.07392 1.14037
H -1.91708 1.01633 -0.48634
H 2.93180 -1.50810 -0.45114
H 3.27178 1.01828 0.74750

***

Model S:
Formula: C3H8NO2
Source: the OMol25 dataset
Level of theory: the ωB97M-V functional and the def2-TZVPD basis

**Highest occupied orbital energy**: -14.80 eV
**Charge**: +1
**Kohn-Sham gap**: 11.69 eV

Element x y z (Å)
O 1.42799 0.13908 -0.09865
C 2.43489 -0.42484 -0.62821
O 2.60426 -1.69170 -0.67329
H 3.06602 0.19413 -1.31599
H 3.56755 -1.92562 -0.59248
C -1.87696 0.46863 0.06262
C -2.08273 -0.82499 0.29422
N -0.74025 1.26951 0.55959
H -2.54702 1.18327 -0.46450
H -3.02143 -1.33113 -0.03311
H -1.40312 -1.43899 0.80534
H 0.17124 0.79593 0.24307
H -0.76447 2.17048 0.20215
H -0.83597 1.41622 1.63925

***

Stability verdict: model S, ahead by 55.6 kJ/mol

***

Model P:
Formula: CH2O3S
Source: the OMol25 dataset
Level of theory: the ωB97M-V functional and the def2-TZVPD basis

**Highest occupied orbital energy (alpha / beta)**: -7.73 / -7.77 eV
**Charge**: 0
**Kohn-Sham gap (alpha / beta)**: 7.06 / 7.08 eV

Element x y z (Å)
C -0.09531 -0.42857 -0.33918
O -0.67329 -0.12542 -1.48618
O -3.24479 1.23625 -0.42927
O 0.22482 0.47734 0.51525
S -2.52247 -0.01011 -0.54780
H 0.08060 -1.47601 0.11242
H 0.05708 1.34521 0.14439

***

Model Q:
Formula: CH2O3S
Source: the OMol25 dataset
Level of theory: the ωB97M-V functional and the def2-TZVPD basis

**Highest occupied orbital energy**: -9.02 eV
**Charge**: 0
**Kohn-Sham gap**: 9.56 eV

Element x y z (Å)
C -0.44134 -0.08884 0.26047
O 2.37934 -0.48563 0.51454
O 0.25989 1.07763 0.17262
O -1.52435 -0.27503 -0.51738
S 1.41443 -0.06891 -0.47022
H -0.50717 -0.58558 1.22162
H -1.58081 0.42636 -1.18164

***

Model R:
Formula: CH2O3S
Source: the OMol25 dataset
Level of theory: the ωB97M-V functional and the def2-TZVPD basis

**Highest occupied orbital energy**: -10.41 eV
**Charge**: 0
**Kohn-Sham gap**: 9.20 eV

Element x y z (Å)
C -0.26607 0.48534 -0.07060
O -2.94348 -1.20184 0.18900
O -4.36568 0.51450 -0.78081
O -0.60680 1.48087 0.52261
S -3.67416 0.05363 0.35640
H 0.74252 0.31148 -0.59952
H -0.97472 -0.38228 -0.04137

***

Stability verdict: model R, ahead by 57.0 kJ/mol

***

Model P:
Formula: C6H10OS
Source: the OMol25 dataset
Level of theory: the ωB97M-V functional and the def2-TZVPD basis

**Highest occupied orbital energy**: -9.07 eV
**SMILES**: C[C@@H](S)[C@H]1C=CCO1
**Charge**: 0
**Kohn-Sham gap**: 9.81 eV

Element x y z (Å)
C 0.41382 1.47362 0.88119
C 0.93079 0.54482 -0.25525
S 2.49063 -0.39294 0.07015
C -0.28675 -0.25348 -0.60305
C -0.76628 -1.40196 0.16449
C -1.96899 -1.01440 0.65724
C -2.48182 0.27055 -0.17193
O -1.30146 0.85648 -0.71293
H 0.11418 0.59962 1.48088
H -0.51829 2.15995 0.56150
H 1.43108 1.74337 1.23225
H 0.99738 1.09752 -1.19551
H 2.78089 -0.49200 -1.30040
H -0.21123 -0.61235 -1.63255
H -0.22800 -2.37562 0.16768
H -2.86114 -1.27049 1.32487
H -3.19240 0.01558 -0.83445
H -2.79550 0.85476 0.74058

***

Model Q:
Formula: C6H10OS
Source: the OMol25 dataset
Level of theory: the ωB97M-V functional and the def2-TZVPD basis

**Highest occupied orbital energy**: -9.02 eV
**Charge**: 0
**Kohn-Sham gap**: 8.21 eV

Element x y z (Å)
C 1.91585 1.26512 0.78018
C 0.45240 1.21557 0.24984
C -0.17299 -0.24468 0.17510
C 0.13324 -0.85949 -1.26342
C -1.65265 -0.09408 0.10955
C -2.61974 -0.98134 0.62616
H 2.03977 2.30007 1.35770
H 2.33729 0.12055 1.68210
H 2.70634 0.88759 -0.24080
H 0.31567 -0.85266 0.92443
H -0.28154 -1.89785 -1.54456
H -0.27252 0.10850 -1.88991
H 2.07131 -0.96255 -0.10698
H -2.10049 0.60720 -0.67195
H -2.59250 -1.89863 1.34595
H -3.71598 -0.33608 0.65849
O 1.56999 -0.79334 -1.47626
S -0.13346 2.41610 -0.71560

***

Stability verdict: model P, ahead by 457.0 kJ/mol

***

Model P:
Formula: C20H28N4O2S
Source: the OMol25 dataset
Level of theory: the ωB97M-V functional and the def2-TZVPD basis

**Highest occupied orbital energy**: -7.64 eV
**SMILES**: CCOCCCNC(=S)Nc1ccc2nc(N3CCOCC3)cc(C)c2c1
**Charge**: 0
**Kohn-Sham gap**: 7.25 eV

Element x y z (Å)
C 0.19284 -1.76899 -1.07602
C 1.53093 -2.40670 -0.53929
O 2.67977 -1.81265 -1.23101
C 3.77454 -2.64238 -0.98404
C 4.37535 -2.29281 0.39157
C 4.99861 -0.79241 0.14879
N 4.05957 0.13425 0.05375
C 4.29257 1.67057 -0.11795
S 6.06124 1.96513 -0.02975
N 3.25408 2.44176 -0.56005
C 1.99801 1.98610 -0.48249
C 1.23852 2.76796 -1.13710
C -0.31441 2.83674 -1.16213
C -0.88444 1.86501 -0.15443
N -2.11449 1.60567 -0.26121
C -2.79104 0.97505 0.67700
N -4.01628 1.09134 0.48315
C -4.82218 1.66554 -0.45428
C -5.05994 0.70045 -1.61648
O -5.80601 -0.33571 -1.42110
C -5.06783 -1.10329 -0.10743
C -4.86158 0.03307 1.01234
C -1.99327 0.42907 1.65740
C -0.68663 0.36454 1.66981
C 0.07529 -0.22409 2.80111
C -0.00721 1.23390 0.55743
C 1.41781 1.48572 0.65359
H 0.25836 -1.99208 -2.30603
H 0.26704 -0.76941 -1.00197
H -0.63077 -2.17330 -0.51910
H 1.44834 -2.10710 0.48884
H 1.36177 -3.44916 -0.68507
H 4.39090 -2.56385 -1.96384
H 3.38456 -3.62399 -0.89811
H 5.13033 -3.05699 0.70795
H 3.70250 -2.21453 1.04925
H 5.73649 -0.72342 1.19653
H 5.79607 -0.68947 -0.69175
H 3.25672 -0.26949 -0.34076
H 3.58232 3.31061 -0.84117
H 1.48706 3.54058 -1.80696
H -0.93200 3.16816 -1.93941
H -4.20436 2.41529 -1.03538
H -5.86228 2.11603 -0.05503
H -5.70788 1.06586 -2.30864
H -4.12155 0.20756 -2.19480
H -5.79450 -2.12111 0.22810
H -4.17556 -1.43397 -0.47869
H -4.47890 -0.66699 1.98122
H -5.82481 0.22290 1.46882
H -2.56118 -0.11438 2.42466
H 0.86303 -0.67457 2.43409
H -0.53323 -0.67093 3.30746
H 0.66424 0.61041 3.62534
H 1.97347 0.78450 1.38326

***

Model Q:
Formula: C20H28N4O2S
Source: the OMol25 dataset
Level of theory: the ωB97M-V functional and the def2-TZVPD basis

**Highest occupied orbital energy**: -9.10 eV
**SMILES**: CCC(CC)c1nnc(NC(=O)[C@@H](NC(=O)c2cccc(C)c2)C(C)C)s1
**Charge**: 0
**Kohn-Sham gap**: 9.73 eV

Element x y z (Å)
C 4.84763 3.11993 1.40156
C 5.23899 2.47433 0.07780
C 5.64442 1.00886 0.26140
C 6.31722 0.41495 -0.99361
C 5.47646 0.48339 -2.26201
C 4.48892 0.17233 0.67848
N 4.57639 -0.77095 1.54585
N 3.44259 -1.42312 1.77232
C 2.45821 -0.97155 1.06953
N 1.19021 -1.49081 1.13598
C 0.15934 -1.01500 0.37934
O 0.29875 -0.08960 -0.39095
C -1.14928 -1.76408 0.55913
N -2.21976 -0.95590 0.03355
C -3.31446 -0.66204 0.78413
O -3.50268 -1.16327 1.87702
C -4.26976 0.29279 0.15805
C -4.39694 0.44154 -1.21970
C -5.32052 1.33704 -1.72741
C -6.11280 2.08632 -0.87496
C -6.00738 1.94187 0.50362
C -6.85716 2.75855 1.42771
C -5.08494 1.03595 1.00491
C -1.06787 -3.14657 -0.13982
C -2.30647 -3.96955 0.19982
C -0.92092 -2.98632 -1.65112
S 2.86481 0.35606 0.01716
H 4.00614 2.59725 1.85095
H 5.67897 3.09051 2.10257
H 4.56215 4.15787 1.24807
H 4.39855 2.53671 -0.61593
H 6.07962 3.01885 -0.35709
H 6.37598 0.94265 1.07511
H 7.25311 0.95347 -1.15678
H 6.56578 -0.62685 -0.77980
H 4.52265 -0.02128 -2.13025
H 6.00567 -0.00373 -3.07793
H 5.28460 1.51340 -2.55034
H 1.05576 -2.24671 1.79281
H -1.35801 -1.91753 1.62616
H -1.96843 -0.36548 -0.74599
H -3.80386 -0.15432 -1.89774
H -5.42643 1.44996 -2.79652
H -6.82833 2.78512 -1.28430
H -6.36775 3.71031 1.63737
H -7.82534 2.97034 0.97966
H -7.00752 2.24165 2.37211
H -4.98285 0.88879 2.07020
H -0.18210 -3.66305 0.24798
H -3.20304 -3.46431 -0.15003
H -2.25032 -4.94595 -0.27508
H -2.39584 -4.10864 1.27412
H -0.07633 -2.34703 -1.89847
H -1.82230 -2.54999 -2.07408
H -0.76349 -3.95719 -2.11452

***

Stability verdict: model Q, ahead by 1565.3 kJ/mol